139
Properties=species:S:1:pos:R:3 method="wB97M-V/def2-TZVPD" gap_ev=5.752 multiplicity=1 total_charge=+1 molar_mass_g_mol=1165.08 lumo_ev=-4.63
C 2.373 -2.732 2.339
C 2.260 -1.208 2.506
C 3.160 -0.434 1.518
C 2.436 0.769 0.831
C 2.667 0.656 -0.680
C 1.733 1.523 -1.581
C 0.527 2.151 -0.890
C -0.616 1.199 -0.546
C -1.153 0.342 -1.703
C -1.835 -0.902 -1.106
C -1.030 -2.174 -1.221
C 0.341 -2.118 -1.416
N 1.090 -3.222 -1.540
C 0.575 -4.468 -1.473
C 1.570 -5.575 -1.682
C 2.640 -5.546 -0.635
O 2.679 -6.227 0.310
F 3.605 -4.651 -0.864
C -0.794 -4.613 -1.249
I -1.633 -6.528 -1.147
C -1.582 -3.464 -1.115
C -3.069 -3.600 -0.868
O -3.845 -3.133 -1.637
O -3.461 -4.254 0.244
C -2.970 -3.727 1.485
C -3.682 -2.449 1.913
O -4.452 -2.471 2.828
H 3.369 -3.051 2.054
H 1.634 -3.032 1.590
H 2.047 -3.217 3.256
H 2.526 -0.896 3.515
H 1.211 -0.950 2.361
H 4.080 -0.110 1.994
H 3.448 -1.160 0.755
H 1.399 0.678 1.125
H 2.903 1.652 1.251
H 2.659 -0.384 -1.014
H 3.678 0.993 -0.867
H 2.325 2.347 -1.972
H 1.459 0.927 -2.451
H 0.122 2.892 -1.583
H 0.815 2.721 -0.012
H -0.394 0.527 0.284
H -1.448 1.817 -0.209
H -1.922 0.893 -2.236
H -0.399 0.089 -2.440
H -1.983 -0.757 -0.035
H -2.823 -1.055 -1.518
H 0.834 -1.162 -1.501
H 2.085 -3.097 -1.703
H 2.043 -5.355 -2.645
H 1.117 -6.548 -1.778
H -1.884 -3.583 1.489
H -3.189 -4.461 2.251
H -3.481 -1.482 1.423
F 5.153 1.714 0.568
C 6.465 1.375 0.549
C 6.862 0.288 -0.203
C 8.207 -0.055 -0.222
C 9.125 0.684 0.512
C 8.701 1.771 1.264
C 7.360 2.126 1.283
H 6.128 -0.278 -0.762
H 8.538 -0.899 -0.811
H 10.172 0.413 0.496
H 9.413 2.344 1.837
H 7.010 2.975 1.855
F 1.301 -4.158 -4.474
C 0.436 -4.767 -5.337
C -0.646 -5.438 -4.812
C -1.537 -6.058 -5.674
C -1.324 -6.002 -7.044
C -0.222 -5.323 -7.550
C 0.668 -4.693 -6.692
H -0.773 -5.464 -3.739
H -2.396 -6.583 -5.277
H -2.015 -6.488 -7.718
H -0.054 -5.284 -8.617
H 1.528 -4.153 -7.066
F 1.053 3.611 4.245
C 0.043 2.719 4.139
C -0.764 2.753 3.022
C -1.795 1.832 2.918
C -2.010 0.902 3.927
C -1.187 0.892 5.045
C -0.147 1.803 5.154
H -0.586 3.492 2.251
H -2.436 1.840 2.046
H -2.820 0.188 3.843
H -1.355 0.173 5.836
H 0.510 1.808 6.013
F -11.216 -2.879 -1.816
C -9.878 -3.026 -1.791
C -9.187 -3.090 -2.986
C -7.806 -3.224 -2.954
C -7.140 -3.305 -1.738
C -7.857 -3.251 -0.551
C -9.234 -3.105 -0.573
H -9.727 -3.029 -3.922
H -7.249 -3.262 -3.882
H -6.066 -3.407 -1.709
H -7.341 -3.316 0.398
H -9.805 -3.044 0.344
F -5.930 2.165 1.524
C -7.186 1.671 1.439
C -7.969 1.627 2.574
C -9.257 1.119 2.478
C -9.737 0.656 1.260
C -8.931 0.708 0.132
C -7.645 1.224 0.218
H -7.572 1.985 3.515
H -9.885 1.083 3.358
H -10.739 0.254 1.191
H -9.299 0.343 -0.817
H -7.003 1.279 -0.652
F 10.147 3.879 0.118
C 9.962 4.206 -1.180
C 10.773 5.167 -1.748
C 10.583 5.497 -3.082
C 9.588 4.872 -3.821
C 8.782 3.911 -3.227
C 8.969 3.567 -1.896
H 11.538 5.646 -1.152
H 11.214 6.243 -3.545
H 9.441 5.135 -4.860
H 8.004 3.426 -3.801
H 8.357 2.815 -1.416
F -2.093 5.553 3.735
C -1.462 6.572 4.361
C -2.139 7.761 4.543
C -1.493 8.806 5.188
C -0.186 8.651 5.630
C 0.475 7.446 5.431
C -0.164 6.390 4.795
H -3.154 7.862 4.185
H -2.011 9.742 5.345
H 0.316 9.469 6.129
H 1.495 7.326 5.772
H 0.339 5.441 4.640


163
Properties=species:S:1:pos:R:3 method="wB97M-V/def2-TZVPD" gap_ev=7.463 multiplicity=1 molar_mass_g_mol=1143.20 lumo_ev=-0.22
Be 2.652 1.588 0.468
B 5.162 3.295 0.295
F 4.172 3.620 1.146
F 6.355 3.041 0.990
F 4.729 2.203 -0.400
F 5.326 4.357 -0.527
C -1.291 -1.405 -0.423
C -0.506 -0.573 0.614
O 0.803 -0.162 0.436
H -0.914 -2.384 -0.723
H -1.539 -0.850 -1.328
H -2.262 -1.562 0.047
H -0.602 -1.041 1.594
H -1.152 0.291 0.768
N 4.055 -0.371 -0.864
C 3.815 -1.606 -0.299
C 4.208 -2.856 -0.820
C 4.836 -2.860 -2.061
C 5.014 -1.620 -2.719
C 4.701 -0.442 -2.055
H 3.311 -1.468 0.646
H 4.003 -3.821 -0.380
H 5.035 -3.821 -2.514
H 5.425 -1.658 -3.717
H 4.883 0.512 -2.526
N 1.676 2.311 2.883
C 0.786 1.481 3.538
C 0.480 1.471 4.876
C 1.078 2.455 5.695
C 1.991 3.302 5.114
C 2.286 3.193 3.777
H 0.312 0.664 3.014
H -0.256 0.868 5.388
H 0.728 2.528 6.714
H 2.506 4.099 5.630
H 3.092 3.832 3.450
N -0.568 -5.187 -4.683
C -0.068 -4.554 -3.566
C 1.301 -4.276 -3.446
C 2.172 -4.566 -4.495
C 1.647 -5.135 -5.636
C 0.281 -5.466 -5.695
H -0.729 -4.500 -2.714
H 1.660 -3.850 -2.520
H 3.211 -4.295 -4.376
H 2.302 -5.652 -6.322
H -0.213 -6.083 -6.431
N -2.775 -0.239 -6.586
C -2.118 -1.425 -6.353
C -2.221 -2.092 -5.162
C -2.978 -1.543 -4.146
C -3.555 -0.276 -4.337
C -3.421 0.357 -5.594
H -1.613 -1.895 -7.184
H -1.825 -3.081 -4.982
H -3.145 -2.029 -3.196
H -4.083 0.175 -3.510
H -3.890 1.303 -5.819
N 1.215 3.713 0.007
C 1.814 4.909 -0.349
C 1.035 6.030 -0.577
C -0.355 5.923 -0.496
C -0.963 4.738 -0.163
C -0.159 3.625 0.152
H 2.834 5.020 -0.009
H 1.690 6.885 -0.508
H -0.839 6.853 -0.755
H -2.032 4.634 -0.044
H -0.540 2.650 0.417
N 4.436 -4.321 3.195
C 3.993 -3.187 3.639
C 2.796 -2.624 3.163
C 2.173 -3.242 2.115
C 2.623 -4.447 1.626
C 3.770 -4.971 2.201
H 4.585 -2.704 4.403
H 2.272 -1.782 3.591
H 1.301 -2.783 1.673
H 2.251 -4.948 0.746
H 4.005 -5.990 1.932
N 2.443 1.923 -2.023
C 2.963 2.853 -2.894
C 2.716 2.841 -4.285
C 1.836 1.911 -4.843
C 1.436 0.881 -3.999
C 1.768 0.920 -2.630
H 3.491 3.723 -2.533
H 3.116 3.635 -4.898
H 1.521 1.898 -5.877
H 0.936 0.009 -4.393
H 1.456 0.116 -1.980
N -3.989 -6.029 -0.158
C -2.880 -6.562 -0.711
C -1.615 -6.223 -0.324
C -1.488 -5.252 0.636
C -2.673 -4.626 1.166
C -3.906 -5.068 0.766
H -2.959 -7.363 -1.432
H -0.719 -6.715 -0.672
H -0.481 -4.958 0.894
H -2.544 -3.879 1.936
H -4.845 -4.744 1.191
N 0.076 5.432 -4.559
C -0.568 4.404 -3.977
C -1.314 3.494 -4.752
C -1.459 3.733 -6.154
C -0.758 4.852 -6.737
C -0.091 5.688 -5.841
H -0.271 4.198 -2.959
H -1.719 2.732 -4.103
H -1.970 2.989 -6.747
H -0.814 5.047 -7.797
H 0.441 6.557 -6.199
C -4.275 1.552 -0.328
C -5.424 2.385 0.277
O -6.569 1.904 0.415
C -5.111 3.818 0.687
H -3.623 1.186 0.465
H -3.739 1.976 -1.177
H -4.655 0.585 -0.655
H -4.049 4.063 0.670
H -5.596 4.117 1.616
H -5.595 4.386 -0.108
C -2.436 2.944 3.095
C -1.961 4.239 3.776
O -1.542 5.122 3.108
C -1.944 4.311 5.342
H -2.954 2.222 3.727
H -1.634 2.510 2.498
H -3.187 3.302 2.391
H -1.041 4.115 5.920
H -2.528 3.406 5.505
H -2.526 5.197 5.595
C 6.248 -0.194 2.010
C 5.345 0.627 2.896
O 4.206 0.936 2.517
C 5.764 0.860 4.322
H 7.264 0.181 1.877
H 5.702 -0.249 1.068
H 6.448 -1.207 2.358
H 6.761 1.270 4.162
H 5.915 -0.094 4.826
H 5.039 1.454 4.879
C -6.584 -1.706 0.905
C -5.872 -1.851 2.256
O -5.882 -2.903 2.932
C -5.194 -0.533 2.662
H -7.541 -1.195 1.007
H -6.752 -2.683 0.452
H -5.964 -1.115 0.231
H -4.386 -0.276 1.978
H -4.831 -0.608 3.687
H -5.816 0.361 2.618
C -2.814 -2.706 5.865
C -1.944 -2.462 4.653
O -2.229 -1.463 3.985
C -0.857 -3.367 4.258
H -3.782 -3.051 5.501
H -3.101 -1.742 6.286
H -2.230 -3.365 6.507
H 0.001 -3.239 4.919
H -0.541 -3.358 3.215
H -1.292 -4.365 4.307


Number 1: total energy -3852.39952 Ha. Number 2: total energy -3793.78660 Ha.